# 1
Below is a single C7H10O2 molecule at a distorted geometry, with properties calculated with ωB97M-V with the def2-TZVPD basis set.

Each line ends with the Mulliken charge.
Positions of all 19 atoms, in Å:
C (-0.6165, 0.3772, 1.3394)  -0.637
C (2.1856, 0.8168, 0.3082)  -1.321
C (-0.4667, -1.8623, -0.1927)  -1.330
C (1.0023, 0.3355, -0.5138)  1.058
H (0.0788, 0.6898, 2.1093)  0.235
O (1.1642, 0.0551, -1.7322)  -0.767
H (-0.2201, -2.0293, -1.2406)  0.357
H (-1.5196, 0.4301, -2.0043)  0.436
H (1.9116, 1.3771, 1.2020)  0.317
H (-1.6054, 0.1383, 1.7171)  0.236
C (-1.8285, 0.2844, -0.9581)  0.036
H (2.8025, 1.4738, -0.3038)  0.397
H (2.7855, -0.0442, 0.6040)  0.297
O (-2.8736, -0.0395, -0.5057)  -0.438
C (-0.1226, -0.4602, 0.2154)  0.412
C (-0.5469, 1.0628, 0.0110)  -0.542
H (-1.5157, -2.1051, -0.0262)  0.396
H (0.1658, -2.5211, 0.4073)  0.357
H (-0.7805, 2.0208, -0.4361)  0.500

Its spin multiplicity is 1. The HOMO energy comes out at -0.2989 Eh. The total energy comes out at -11510.9782 eV. The calculation puts the LUMO energy at 0.014 Ha. Its largest force on an atom is 0.0795 Eh/bohr. Its frontier orbital gap is 8.525 eV.

# 2
Below is a molecular structure, C7H10O3P at a distorted geometry, with properties calculated with ωB97M-V with the def2-TZVPD basis set.

Each line ends with the Mulliken charge.
Positions of all 21 atoms, in Å:
H (-2.3846, 1.6521, -0.7313)  0.455
O (3.2421, 1.8614, -0.2263)  -0.706
O (3.0138, -0.3480, -0.6027)  -0.638
H (1.9683, -2.4547, -1.4001)  0.264
O (1.5537, -1.8216, 1.3532)  -0.865
H (-3.2813, 0.7455, 0.3249)  0.492
H (-1.1545, 0.7353, 1.8726)  0.151
H (-1.4195, -1.5508, 0.9708)  0.224
C (1.2757, 0.7061, 0.3399)  0.169
H (0.2861, -2.7045, -1.2998)  0.566
C (-2.5088, 1.3639, 0.2499)  -2.009
P (0.9744, -1.0286, 0.2428)  0.996
C (-1.1388, 0.7104, 0.7110)  1.150
C (0.9480, -1.9309, -1.3497)  -1.480
H (0.5657, -1.3759, -2.0932)  0.492
H (-2.5766, 2.1843, 0.8313)  0.542
C (-0.8644, -0.7696, 0.2553)  -1.022
H (-1.3765, -0.8215, -0.6684)  0.435
C (2.6898, 0.7924, -0.2223)  0.340
C (0.0991, 1.4718, 0.6099)  -0.835
H (0.0882, 2.5828, 0.8322)  0.280

Its spin multiplicity is 1. The HOMO energy comes out at -0.1715 Eh. The total energy comes out at -22852.7453 eV. The calculation puts the LUMO energy at 0.123 Ha. As for the charge: -1. Its largest force on an atom is 0.1077 Eh/bohr. Its frontier orbital gap is 8.010 eV.

# 3
Below is a molecular structure, C7H10O4Sr at a distorted geometry, with properties calculated with ωB97M-V with the def2-TZVPD basis set.

Each line ends with the Mulliken charge.
Positions of all 22 atoms, in Å:
H (-2.0315, 2.1321, 1.2498)  0.391
H (0.4341, 2.1603, 0.9075)  0.311
H (0.3606, -1.8765, 0.2094)  0.384
C (-1.5638, 1.3152, 0.7116)  -1.160
H (1.5257, -0.7441, 2.8298)  0.332
H (-2.1167, 0.3934, 0.9399)  0.345
O (-0.0671, 3.0832, -3.0801)  0.051
C (0.3839, -1.1766, 1.0623)  -0.086
H (-0.6019, -1.1774, 1.5447)  0.300
H (2.4587, -1.4341, 1.4840)  0.347
Sr (-0.0648, 0.0369, -1.4311)  2.390
C (-0.0627, 1.9899, -2.7328)  -0.166
C (1.6158, -0.9257, -2.7257)  -0.199
O (2.5637, -1.4777, -3.0784)  0.048
O (0.5911, 0.1704, 0.4690)  -0.841
H (1.3458, -2.4560, 2.4115)  0.417
H (-0.0315, 1.0541, 2.2313)  0.378
C (1.5060, -1.4610, 2.0090)  -1.315
O (-2.6982, -1.4748, -3.0851)  0.054
C (-1.7549, -0.9309, -2.7292)  -0.206
H (-1.6600, 1.5390, -0.3644)  0.398
C (-0.1322, 1.2606, 1.1672)  -0.173

Its spin multiplicity is 1. The HOMO energy comes out at -0.7022 Eh. The total energy comes out at -16427.5763 eV. The calculation puts the LUMO energy at -0.327 Ha. As for the charge: +2. Its largest force on an atom is 0.1621 Eh/bohr. Its frontier orbital gap is 10.223 eV.

# 4
Below is a single C7H10S molecule at a distorted geometry, with properties calculated with ωB97M-V with the def2-TZVPD basis set.

Each line ends with the Mulliken charge.
Positions of all 18 atoms, in Å:
C (1.7919, -0.5372, 2.0096)  -1.028
H (2.5557, 0.1692, 2.3809)  0.268
H (-0.6778, -1.7761, -1.6026)  0.306
C (-1.0696, -0.7850, -1.3479)  -0.865
C (-0.4233, 0.2209, 1.0519)  -0.427
H (-1.9705, 0.6431, -2.8663)  0.292
C (0.3863, -0.0347, 2.1013)  -0.144
H (-0.0166, 0.0097, 3.1203)  0.339
H (0.9166, -0.2810, -0.5405)  0.007
C (-0.4391, 1.2460, -1.3062)  -0.268
S (-0.3992, 2.8564, -1.1581)  -0.290
H (2.0974, -0.7013, 0.9592)  0.290
C (-0.1175, 0.0631, -0.3917)  0.752
H (1.9759, -1.4729, 2.5758)  0.269
H (-2.0465, -0.8120, -0.8335)  0.285
H (-1.4337, 0.5833, 1.3546)  0.250
C (-0.9819, 0.3667, -2.3907)  -0.249
H (-0.1481, 0.2416, -3.1160)  0.214

Its spin multiplicity is 1. The HOMO energy comes out at -0.3118 Eh. The total energy comes out at -18254.4471 eV. The calculation puts the LUMO energy at 0.001 Ha. As for the SMILES: C/C=C\[C@H]1CCC1=S. Its largest force on an atom is 0.0358 Eh/bohr. Its frontier orbital gap is 8.500 eV.

# 5
Below is a single C7H11Cl molecule at a distorted geometry, with properties calculated with ωB97M-V with the def2-TZVPD basis set.

Each line ends with the Mulliken charge.
Positions of all 19 atoms, in Å:
H (-1.0970, 0.1999, 1.7892)  0.317
H (-3.3020, 1.3896, -0.8636)  0.236
Cl (2.2080, -2.5787, -0.0275)  -0.180
H (0.7143, 0.4047, 2.1208)  0.416
H (-0.3712, -1.3739, 0.1316)  0.301
H (-1.8223, 2.3260, -0.2753)  0.163
H (-1.6891, -0.7895, -1.4174)  0.241
C (-1.2839, 0.3240, -1.1013)  -0.188
C (1.3500, -0.0299, -1.2203)  -0.585
C (0.2963, -0.5728, 0.5108)  0.124
C (0.0948, 0.4703, -0.5919)  0.304
H (2.0824, 0.7130, -1.5878)  0.300
C (1.6756, -0.9640, 0.0399)  -0.199
H (0.0472, -1.1136, 2.7198)  0.271
C (-0.0579, -0.2696, 1.8632)  -1.334
H (0.0770, 1.6008, 0.1086)  0.175
C (-2.1266, 1.3066, -0.8265)  -0.833
H (2.3945, -0.3628, 0.6902)  0.246
H (0.8100, -0.6800, -2.0625)  0.224

Its spin multiplicity is 1. The HOMO energy comes out at -0.3565 Eh. The total energy comes out at -19955.7875 eV. The calculation puts the LUMO energy at 0.039 Ha. As for the SMILES: C=C[C@@H]1C[C@H](Cl)[C@H]1C. Its largest force on an atom is 0.1140 Eh/bohr. Its frontier orbital gap is 10.757 eV.

# 6
Below is a gas-phase ion, C7H11Cl2N4 (charge +1) at a distorted geometry, with properties calculated with ωB97M-V with the def2-TZVPD basis set.

Each line ends with the Mulliken charge.
Positions of all 24 atoms, in Å:
H (2.8673, 1.6615, -1.3768)  0.312
N (1.6897, 0.6519, 0.1276)  0.053
C (-0.6171, 1.4617, 1.4670)  0.613
H (-3.3917, -1.8523, -0.7866)  0.351
C (0.6374, -0.0293, -0.4351)  0.911
H (2.4430, 1.6928, 1.9398)  0.495
N (0.4986, 1.6745, 1.9492)  -0.431
Cl (-1.9990, 2.2560, 1.7178)  -0.087
N (-1.6674, -0.5176, -0.4819)  0.120
H (-0.8385, -1.8430, -1.9031)  0.334
H (-3.0007, -1.3016, 0.9864)  0.297
Cl (1.8595, -0.4622, 2.5566)  -0.160
C (-2.5578, -1.5890, -0.0915)  -0.900
C (-0.5294, -0.3466, 0.4367)  -1.297
H (-1.4842, -0.1851, -2.6776)  0.349
H (-1.9839, -2.5297, -0.1296)  0.407
C (2.9029, 0.8196, -0.7264)  -0.947
H (3.7776, 1.0523, -0.0911)  0.375
C (1.6584, 1.0363, 1.4982)  0.005
H (-0.4423, -0.9879, 1.2554)  0.427
H (-2.1588, 0.4357, -0.4385)  0.456
N (0.3845, -0.1389, -1.7097)  -0.646
C (-0.9432, -0.7333, -1.8560)  -0.383
H (2.8951, -0.2258, -1.2307)  0.345

Its spin multiplicity is 1. The HOMO energy comes out at -0.4694 Eh. The total energy comes out at -38432.5483 eV. The calculation puts the LUMO energy at -0.145 Ha. As for the charge: +1. Its largest force on an atom is 0.0972 Eh/bohr. Its frontier orbital gap is 8.822 eV.